A 8-piece molecular cluster, C27H37N2O22 overall at a distorted geometry, computed with wB97M-V/def2-TZVPD.

```
! wB97M-V def2-TZVPD RIJCOSX def2/J DEFGRID3
* xyz 1 1
O -0.1931 6.7481 -4.3633
O -2.0845 -8.0338 3.0770
O 6.2453 3.2276 3.3303
O 0.9576 -1.7402 5.5841
O 3.9733 0.1205 -1.1908
O -3.4899 -9.7953 3.4689
O -1.9247 5.3091 -4.2902
O 5.1642 4.1940 1.5614
O 7.4001 4.4005 1.7413
O -5.9879 -1.0574 -6.2098
O 3.4122 1.8292 0.2233
O 1.7453 -5.6232 4.0699
O -1.4927 6.4534 -6.2230
O -0.4324 2.5319 -2.0353
O 0.8573 -0.1917 3.9036
O 2.9001 -4.4504 2.4809
O -2.4106 -8.7432 5.1900
O 3.0921 -0.3026 0.8771
O 2.1408 0.1683 5.7629
O 0.6642 -4.6568 2.3010
O -7.2478 0.7013 -6.8376
O -4.9675 0.8865 -6.8518
N -2.4825 1.7076 -0.9321
N -3.7155 1.2248 -1.1755
C -7.3296 -1.3733 -5.8902
C 0.5442 1.6770 -2.7268
C 2.6594 1.8711 1.4210
C 1.8155 -1.8871 6.6997
C -5.9786 0.2344 -6.6512
C -1.4871 -7.0779 3.9322
C -8.1162 -0.4099 -6.7185
C 7.0400 4.8871 0.4620
C -0.3594 6.3673 -3.0104
C 5.5728 5.1392 0.5910
C -3.7866 1.1838 -3.8786
C -2.7286 -8.9338 3.8762
C 2.2085 -0.4811 7.0185
C -1.2270 6.1935 -5.0613
C 6.2682 3.8826 2.3016
C 2.8776 0.5158 2.0113
C 1.0728 -3.7116 1.3306
C 1.7682 -4.9682 3.0413
C -1.1787 5.1210 -3.1026
C -1.3427 -7.8151 5.2240
C 1.2810 -0.5554 4.9880
C 2.5400 -3.9638 1.2017
C -1.8242 1.9865 -2.2009
C 0.5486 0.1048 -2.2563
C -2.3040 1.8244 -3.7086
C -4.4155 0.9222 -2.4222
C 3.5313 0.5145 -0.1245
H 5.0395 4.9836 -0.3509
H 3.0991 -3.0554 0.9609
H -2.1538 -6.2132 4.0165
H 5.3526 6.1455 0.9626
H 1.6090 2.0547 1.1720
H 1.2935 -2.3716 7.5293
H -0.3981 -8.3653 5.2882
H 2.7685 -4.7310 0.4545
H -0.2119 -0.1549 -1.3973
H -8.3326 -0.7982 -7.7192
H 7.2685 4.1198 -0.2852
H 1.6193 2.1105 -2.4459
H -1.4297 -7.1556 6.0918
H -0.5248 -6.7470 3.5320
H 0.5395 -3.8673 0.3888
H 2.0135 0.1671 2.5835
H -4.2645 1.0341 -0.2804
H 1.5069 0.0037 7.7054
H 3.7667 0.4759 2.6495
H -9.0549 -0.1186 -6.2395
H 0.4873 1.6988 -3.8957
H -7.5527 -2.4145 -6.1386
H -0.8790 7.1710 -2.4783
H -0.5622 4.2224 -3.2107
H 3.2172 -0.4149 7.4353
H -1.6261 2.1441 -4.6048
H 0.6097 6.1943 -2.5345
H -7.4822 -1.2230 -4.8162
H -5.5050 0.4609 -2.3774
H 1.6387 -0.1541 -1.8559
H 0.4012 -0.5799 -3.2224
H 7.5991 5.7954 0.2213
H -1.8429 4.9952 -2.2431
H 2.6718 -2.5047 6.4085
H 3.0152 2.6722 2.0746
H -4.3223 0.9691 -4.8907
H 0.8526 -2.7053 1.7023
*
```

The highest occupied orbital energy comes out at -0.4367 Ha. The value obtained for the calculated total energy is -2815.3967 hartree. The gap between HOMO and LUMO is 0.233 hartree.